{"formula": "C26H76O12", "method": "wB97M-V/def2-TZVPD", "symbols": ["C", "O", "H", "H", "H", "H", "C", "O", "H", "H", "H", "H", "C", "O", "H", "H", "H", "H", "C", "O", "H", "H", "H", "H", "C", "O", "H", "H", "H", "H", "C", "C", "C", "O", "H", "H", "H", "H", "H", "H", "H", "H", "C", "C", "C", "O", "H", "H", "H", "H", "H", "H", "H", "H", "C", "C", "C", "O", "H", "H", "H", "H", "H", "H", "H", "H", "C", "C", "C", "O", "H", "H", "H", "H", "H", "H", "H", "H", "C", "C", "C", "O", "H", "H", "H", "H", "H", "H", "H", "H", "C", "C", "C", "O", "H", "H", "H", "H", "H", "H", "H", "H", "C", "C", "C", "O", "H", "H", "H", "H", "H", "H", "H", "H"], "positions_angstrom": [[-3.530, 3.081, 0.358], [-4.737, 3.595, -0.209], [-3.295, 2.144, -0.159], [-2.758, 3.828, 0.171], [-3.669, 2.927, 1.434], [-5.364, 2.870, -0.275], [1.603, 4.147, 0.445], [2.066, 2.968, 1.055], [1.361, 4.060, -0.613], [0.733, 4.555, 0.982], [2.303, 4.959, 0.657], [1.621, 2.187, 0.693], [-2.412, 1.735, 4.000], [-3.842, 1.548, 4.032], [-2.301, 2.824, 3.931], [-1.988, 1.406, 4.951], [-2.000, 1.239, 3.127], [-4.136, 1.941, 4.858], [5.142, -2.108, 0.096], [4.109, -1.162, -0.103], [5.342, -2.369, 1.141], [4.972, -3.086, -0.354], [6.065, -1.722, -0.347], [4.428, -0.303, 0.184], [2.246, -3.689, -1.701], [1.911, -2.410, -1.231], [1.751, -3.936, -2.647], [3.314, -3.727, -1.940], [1.985, -4.538, -1.062], [2.668, -1.965, -0.805], [-1.404, 4.691, -1.766], [-2.825, 4.179, -1.501], [-3.891, 5.238, -1.779], [-3.016, 3.086, -2.388], [-1.330, 4.929, -2.832], [-0.685, 3.876, -1.671], [-1.111, 5.578, -1.207], [-2.966, 3.857, -0.461], [-3.611, 6.250, -1.478], [-4.826, 4.988, -1.269], [-4.158, 5.351, -2.835], [-3.914, 3.151, -2.726], [-2.480, 0.032, -6.179], [-2.942, 0.341, -4.735], [-3.439, -0.936, -4.054], [-1.896, 0.929, -3.989], [-3.170, -0.647, -6.681], [-1.468, -0.367, -6.161], [-2.540, 0.945, -6.773], [-3.753, 1.074, -4.834], [-3.610, -0.751, -2.993], [-2.779, -1.788, -4.216], [-4.399, -1.218, -4.498], [-2.318, 1.523, -3.352], [3.382, -2.301, 4.077], [2.532, -3.548, 4.352], [1.709, -3.847, 3.079], [3.355, -4.668, 4.613], [3.740, -1.834, 4.990], [2.843, -1.632, 3.406], [4.192, -2.619, 3.410], [1.908, -3.360, 5.236], [1.075, -3.005, 2.806], [1.103, -4.743, 3.228], [2.405, -4.072, 2.271], [2.815, -5.461, 4.646], [-1.833, -3.739, -1.053], [-1.310, -4.749, -0.001], [-1.287, -6.165, -0.578], [-0.047, -4.327, 0.472], [-1.202, -3.489, -1.907], [-2.019, -2.783, -0.550], [-2.832, -4.079, -1.340], [-2.089, -4.626, 0.758], [-0.728, -6.807, 0.104], [-0.877, -6.235, -1.584], [-2.321, -6.515, -0.574], [0.291, -3.630, -0.101], [2.308, 1.867, 4.051], [1.013, 1.669, 4.860], [0.725, 0.173, 5.001], [1.191, 2.249, 6.139], [2.898, 2.713, 4.405], [2.054, 2.211, 3.043], [2.921, 0.974, 3.957], [0.184, 2.126, 4.313], [-0.212, 0.027, 5.543], [1.492, -0.502, 5.380], [0.579, -0.228, 3.989], [0.349, 2.378, 6.584], [-1.304, 0.350, -0.516], [-0.419, 0.264, 0.747], [-0.680, -0.949, 1.577], [0.985, 0.360, 0.468], [-0.838, -0.263, -1.298], [-1.197, 1.342, -0.958], [-2.309, -0.009, -0.320], [-0.601, 1.169, 1.334], [0.027, -0.865, 2.413], [-0.349, -1.883, 1.119], [-1.682, -0.943, 2.006], [1.253, -0.274, -0.209], [2.038, 1.345, -2.724], [3.153, 0.752, -3.600], [2.573, -0.380, -4.420], [3.708, 1.731, -4.485], [2.488, 2.023, -1.985], [1.422, 0.583, -2.262], [1.471, 2.061, -3.326], [3.953, 0.348, -2.970], [3.141, -0.573, -5.333], [1.561, -0.139, -4.755], [2.511, -1.320, -3.869], [3.731, 2.537, -3.954]], "atomic_forces_ev_per_a": [[-3.49, -4.39, 6.48], [-0.35, -1.42, 1.67], [0.59, 0.39, 0.31], [2.69, -1.70, 12.08], [-0.22, -0.46, 0.12], [0.01, -0.16, 0.20], [-0.46, 0.81, 1.02], [0.21, -0.07, -0.33], [0.22, -0.02, -0.08], [-0.44, -0.42, -0.26], [0.52, -0.31, -0.55], [0.00, -0.07, -0.04], [-1.34, 1.09, 0.55], [0.33, -0.48, -0.15], [0.76, -0.16, -0.20], [0.32, -0.26, -0.32], [0.02, -0.13, 0.16], [-0.17, -0.05, -0.06], [1.27, -0.30, 0.22], [-0.27, -0.48, 0.02], [-0.20, 0.50, 0.13], [-0.67, 0.34, -0.43], [0.07, -0.13, 0.08], [-0.15, 0.07, 0.04], [0.84, -0.68, -0.92], [-0.80, 0.28, 0.34], [-0.22, 0.56, 0.00], [-0.01, -0.19, 0.14], [0.12, 0.37, 0.52], [-0.04, -0.34, -0.12], [-0.31, -0.42, -0.93], [1.07, 4.06, -5.14], [-0.42, 1.19, -0.67], [-0.29, -0.98, -0.34], [-0.07, 0.27, 0.00], [0.13, 0.01, 0.49], [-0.02, -0.12, 0.28], [-0.78, 3.10, -13.76], [0.26, -0.04, 0.18], [0.57, 0.80, -0.64], [0.43, -0.15, -0.31], [0.03, -0.04, 0.00], [-0.41, 0.65, 0.49], [-0.04, -0.68, -0.75], [-0.69, 0.31, -0.33], [0.13, 0.08, -0.11], [0.09, -0.29, 0.23], [0.02, -0.05, -0.14], [0.48, 0.05, 0.04], [-0.20, -0.15, 0.22], [0.14, -0.17, 0.07], [0.29, 0.15, 0.21], [-0.01, -0.01, 0.07], [0.36, 0.16, 0.08], [0.10, -0.98, -0.64], [-0.58, 0.43, -1.02], [0.15, -0.10, 0.89], [0.80, 0.04, 0.28], [0.17, 0.19, -0.17], [-0.32, 0.36, 0.58], [0.37, -0.06, 0.49], [-0.25, -0.01, -0.22], [-0.08, -0.14, -0.05], [-0.18, 0.12, -0.09], [0.00, 0.15, -0.09], [-0.13, 0.03, 0.01], [-0.62, 0.30, 0.80], [-0.32, 1.15, -1.97], [-0.32, 0.16, 1.04], [0.11, -0.28, 0.42], [0.12, -0.58, -0.09], [0.13, -0.02, 0.05], [0.18, 0.01, -0.50], [0.48, -0.57, 0.59], [0.07, -0.09, -0.14], [0.10, 0.16, 0.00], [0.06, -0.18, -0.26], [0.05, 0.07, -0.01], [-0.54, 0.87, -0.63], [1.32, -1.18, 0.06], [-0.78, -0.20, -1.04], [0.12, 0.57, 0.30], [0.04, -0.23, 0.49], [0.00, -0.45, 0.08], [0.04, -0.05, 0.27], [-0.06, 0.17, 0.16], [0.07, -0.20, 0.10], [0.30, 0.66, 0.55], [-0.24, 0.18, 0.20], [-0.08, -0.14, -0.10], [1.91, -0.18, -0.18], [-0.35, 0.40, -0.78], [1.05, -0.04, 1.16], [-0.05, 0.35, -0.22], [-0.30, -0.41, 0.13], [-0.68, 0.16, 0.19], [-0.19, 0.31, -0.12], [-0.07, -0.07, 0.19], [-0.37, -0.07, -0.01], [-0.68, 0.01, -0.36], [-0.11, -0.40, -0.25], [-0.23, -0.14, 0.02], [1.13, 1.19, -0.25], [-0.52, -0.52, 0.06], [-0.24, -0.27, -0.79], [-0.31, 0.07, 0.58], [-0.03, -0.43, 0.43], [-0.12, 0.06, 0.02], [-0.48, -0.58, -0.24], [0.04, 0.08, 0.07], [0.24, 0.08, 0.16], [0.00, 0.09, 0.07], [0.04, 0.13, 0.22], [0.20, 0.09, -0.35]], "lowdin_charge": [-0.1126, -0.1081, 0.1099, 0.0967, 0.1099, 0.1179, -0.1653, -0.1406, 0.0584, 0.0725, 0.0800, 0.0348, -0.1444, -0.1344, 0.0845, 0.0686, 0.0578, 0.0709, -0.1299, -0.1231, 0.0750, 0.0761, 0.0879, 0.1029, -0.1676, -0.1374, 0.0830, 0.0777, 0.0745, 0.0319, -0.0201, -0.4905, -0.0408, -0.0529, 0.0875, 0.0558, 0.0824, -0.1164, 0.0836, 0.0676, 0.0851, 0.0990, -0.0503, -0.4980, -0.0605, -0.0627, 0.0735, 0.0766, 0.0727, 0.1295, 0.0671, 0.0766, 0.0760, 0.0405, -0.0561, -0.4844, -0.0538, -0.0513, 0.0796, 0.0613, 0.0715, 0.1310, 0.0557, 0.0780, 0.0848, 0.0840, -0.0581, -0.4743, -0.0526, -0.0669, 0.0816, 0.0594, 0.0824, 0.1333, 0.0764, 0.0780, 0.0768, 0.0348, -0.0280, -0.4673, -0.0555, -0.0430, 0.0836, 0.0470, 0.0676, 0.1091, 0.0701, 0.0701, 0.0481, 0.0828, -0.0343, -0.4578, -0.0462, -0.0617, 0.0809, 0.0673, 0.0808, 0.1241, 0.0464, 0.0674, 0.0941, 0.0621, -0.0450, -0.4819, -0.0525, -0.0464, 0.0721, 0.0603, 0.0910, 0.1257, 0.0807, 0.0800, 0.0661, 0.0816], "homo_ha": -0.30098, "orbital_gap_ev": 8.5, "total_energy_ha": -1938.6783, "relative_energy_kj_mol": 868.7}